Formula: C32H33BBr2O2S
Source: the Open Molecules 2025 dataset
Level of theory: ωB97M-V/def2-TZVPD

HOMO level = -5.32 eV
Strongest force on any atom = 2.9 eV Å⁻¹
LUMO = -2.1 eV
Orbital gap = 0.1181 Eh
Electronic energy = -6960.6035 Eh
Energy relative to the best compared isomer or geometry (same formula, charge and spin) = 343.2 kJ/mol

Last column: Löwdin charge in e.
Positions of all 71 atoms, in Å:
H1 3.797 -1.776 1.972  0.104
C1 -0.524 0.112 3.761  -0.042
C2 1.157 0.399 -2.975  -0.087
Br1 6.689 2.992 -3.774  0.683
H2 -4.944 -0.065 0.539  0.124
C3 -1.594 0.310 1.192  -0.146
C4 -2.159 1.043 -2.048  -0.231
H3 -0.596 2.236 1.269  0.139
H4 -0.814 -0.493 -1.238  0.097
H5 -5.338 0.109 -2.767  0.098
C5 2.422 0.993 -3.350  -0.242
H6 -4.850 2.419 0.583  0.109
H7 0.055 2.183 -2.569  0.090
H8 1.033 -0.682 -3.120  0.113
O1 1.058 0.105 1.239  0.126
H9 -0.147 1.140 3.731  0.138
C6 -4.494 0.763 -2.610  -0.135
C7 -3.940 1.844 0.713  -0.066
H10 -1.483 3.134 -2.057  0.114
H11 2.670 -3.338 -0.344  0.099
H12 -2.428 -3.163 6.033  0.086
C8 3.836 2.990 -3.517  -0.131
H13 -0.898 -2.637 6.763  0.084
C9 -3.247 0.203 -2.358  -0.033
H14 -3.604 4.074 -2.702  0.103
C10 2.974 -1.057 2.148  -0.010
H15 2.132 -0.201 -1.123  0.065
H16 3.409 0.390 -0.040  0.107
C11 -4.632 2.158 -2.707  -0.703
C12 2.801 -0.492 -0.287  -0.004
C13 -3.527 3.003 -2.547  -0.130
H17 3.435 -0.093 2.405  0.097
C14 2.575 2.405 -3.368  -0.026
H18 1.440 -2.616 -1.405  0.085
H19 0.329 -3.869 1.886  0.091
C15 2.037 -0.938 0.945  -0.412
H20 0.889 -2.498 2.838  0.049
C16 -3.990 0.449 0.691  -0.073
H21 3.449 -0.870 -3.735  0.110
H22 1.041 -4.032 -0.482  0.096
C17 1.607 -3.103 -0.449  -0.007
H23 3.466 -1.281 -0.645  0.088
H24 -2.649 3.571 0.860  0.119
H25 2.429 -1.363 3.049  0.075
C18 4.822 0.795 -3.858  -0.129
C19 -2.705 2.481 0.892  -0.063
C20 3.562 0.215 -3.707  -0.041
Br2 -6.343 2.903 -2.994  0.717
C21 -0.968 -0.563 2.601  -0.322
H26 5.692 0.171 -4.002  0.094
C22 -0.658 -0.619 4.979  -0.102
H27 2.099 -3.618 2.130  0.106
H28 -0.913 -3.902 5.525  0.086
C23 0.154 1.117 -2.337  -0.097
H29 -2.906 -1.387 0.862  0.115
C24 -0.892 0.510 -1.640  -0.071
C25 -1.562 1.739 1.107  -0.010
C26 4.954 2.186 -3.749  -0.690
H30 1.725 3.043 -3.140  0.100
H31 -3.103 -0.872 -2.278  0.120
H32 3.948 4.057 -3.392  0.094
H33 -0.409 -0.242 5.981  0.121
C27 -2.847 -0.296 0.847  -0.038
C28 -1.373 -2.960 5.839  -0.086
O2 -0.163 -1.759 0.435  0.099
S1 -1.636 -2.103 3.180  1.147
C29 1.128 -3.118 1.961  -0.044
C30 1.172 -2.251 0.699  -0.441
C31 -1.182 -1.896 4.819  -0.550
C32 -2.300 2.437 -2.239  -0.051
B1 -0.172 -0.528 1.080  -0.876

=====

Formula: C38H40N10O3S2Sn
Source: the Open Molecules 2025 dataset
Level of theory: ωB97M-V/def2-TZVPD

Charge = -2
HOMO level = -1.55 eV
Strongest force on any atom = 0.5 eV Å⁻¹
LUMO = 3.7 eV
Orbital gap = 0.1938 Eh
Electronic energy = -3256.1248 Eh
Energy relative to the best compared isomer or geometry (same formula, charge and spin) = 0.0 kJ/mol

Last column: Löwdin charge in e.
Positions of all 94 atoms, in Å:
H1 -1.330 1.153 -6.495  0.075
S1 -1.024 -5.569 2.513  1.023
C1 -1.146 -3.682 -1.368  -0.434
H2 3.909 3.826 -0.463  0.119
H3 -3.106 -2.786 -1.217  0.057
H4 -4.299 1.660 1.133  0.099
C2 -3.088 -1.558 3.993  -0.370
H5 1.673 -5.599 1.271  0.078
Sn1 0.831 -0.788 0.876  1.321
H6 4.552 -1.996 1.934  0.113
C3 -2.033 1.175 -1.950  -0.102
C4 0.091 -4.983 -2.713  -0.136
O1 3.376 -1.837 4.204  -0.014
C5 3.779 -1.310 -0.303  -0.589
C6 -2.262 -3.059 -0.575  -0.067
H7 -2.647 -3.731 0.199  0.057
H8 -0.279 1.807 2.894  0.057
C7 -1.593 0.351 3.713  -0.630
N1 -0.081 1.271 -3.447  0.081
C8 1.278 3.925 0.268  -0.133
N2 -1.400 1.141 -3.243  -0.069
N3 1.776 -0.392 -1.378  -0.081
H9 3.595 -0.923 -2.383  0.102
C9 -1.456 -3.107 2.828  -0.330
N4 2.912 -1.602 0.673  -0.107
H10 1.323 -1.258 -1.684  0.011
N5 0.043 -3.040 -1.542  0.052
C10 -2.413 2.069 0.223  -0.035
C11 -0.795 4.715 -0.604  -0.034
C12 -1.166 -4.891 -2.055  -0.131
N6 2.284 2.943 0.562  -0.092
C13 3.221 -0.490 -1.452  -0.195
N7 -1.143 -0.698 3.119  0.044
H11 -6.018 0.294 0.154  0.064
H12 1.072 1.369 -5.177  0.092
H13 1.176 7.656 2.065  0.066
O2 4.985 -1.597 -0.330  -0.030
C14 -1.508 1.905 -0.852  -0.280
N8 -0.388 -3.174 1.951  0.053
C15 1.072 -4.822 0.794  -0.067
H14 -1.979 -5.606 -2.082  0.066
C16 3.485 -2.202 1.863  -0.165
H15 -3.148 1.036 -4.463  0.105
C17 -5.459 0.001 -0.737  -0.070
N9 2.096 1.944 1.464  0.081
H16 1.372 0.370 -1.910  0.039
C18 3.308 1.451 1.678  -0.163
C19 -1.925 -4.310 3.240  -0.374
C20 0.079 1.288 -4.757  -0.172
H17 -1.707 4.526 -1.160  0.104
C21 0.040 3.586 -0.338  -0.269
C22 0.785 -3.828 -2.373  -0.437
H18 5.346 1.906 0.882  0.092
H19 -2.064 2.658 1.061  0.105
S2 -3.124 0.080 4.497  0.998
H20 -3.609 -0.050 -2.705  0.109
H21 1.913 8.107 0.531  0.064
H22 2.160 -2.540 -3.441  0.061
H23 -5.346 -1.087 -0.714  0.067
H24 0.184 8.354 0.788  0.060
C23 -1.945 -1.798 3.296  -0.319
O3 1.651 -1.148 2.954  -0.249
H25 2.508 5.404 1.173  0.115
C24 -0.491 6.000 -0.210  -0.085
C25 1.569 5.230 0.655  -0.015
H26 3.434 0.656 2.396  0.097
C26 -2.076 1.099 -4.424  -0.092
H27 -6.070 0.246 -1.611  0.066
C27 -0.834 1.633 3.817  -0.068
H28 -2.720 -4.515 3.939  0.064
C28 -3.669 1.502 0.262  -0.066
H29 -0.102 1.543 4.622  0.088
H30 -3.884 -2.242 4.238  0.063
H31 0.665 -5.203 -0.146  0.062
C29 -3.279 0.561 -1.872  -0.018
C30 2.165 -3.442 -2.818  -0.065
H32 0.446 -5.784 -3.348  0.064
C31 -1.152 1.186 -5.433  -0.091
C32 0.705 6.296 0.451  -0.319
C33 2.802 -1.690 3.125  -0.692
H33 3.374 -3.294 1.861  0.113
H34 -1.492 2.477 4.022  0.067
C34 -0.035 -4.393 1.695  -0.601
C35 3.591 3.080 0.246  -0.096
N10 -0.230 2.353 -0.776  0.083
H35 3.660 0.505 -1.353  0.106
H36 -1.187 6.803 -0.441  0.095
C36 -4.121 0.695 -0.780  -0.303
H37 1.696 -3.964 0.554  0.056
H38 -1.913 -2.146 -0.090  0.033
H39 2.605 -4.245 -3.413  0.063
C37 4.293 2.124 0.933  -0.068
H40 2.834 -3.252 -1.972  0.059
C38 1.015 7.673 0.984  -0.087

=====

Formula: C6H9NO
Source: the Open Molecules 2025 dataset
Level of theory: ωB97M-V/def2-TZVPD

HOMO level = -8.66 eV
Strongest force on any atom = 2.3 eV Å⁻¹
LUMO = 0.9 eV
Structure (SMILES) = O[C@@H]1[C@@H]2C=CCN[C@@H]12
Orbital gap = 0.3519 Eh
Electronic energy = -363.8827 Eh
Energy relative to the best compared isomer or geometry (same formula, charge and spin) = 371.5 kJ/mol

Last column: Löwdin charge in e.
Positions of all 17 atoms, in Å:
O1 1.402 2.510 0.015  0.021
H1 -2.100 0.442 0.972  0.102
C1 1.025 1.426 0.812  -0.256
H2 -0.387 -2.086 -1.761  0.114
H3 -1.633 -2.046 0.461  0.112
C2 0.994 -0.853 -0.812  -0.051
H4 -0.527 1.194 -0.584  0.156
H5 1.351 1.601 1.786  0.130
C3 -0.229 -1.379 -0.929  -0.117
C4 -1.395 -1.134 -0.053  -0.180
C5 1.067 -0.008 0.433  -0.146
H6 1.114 -0.684 1.280  0.146
H7 1.180 2.360 -0.875  0.062
N1 -1.224 -0.057 0.993  -0.005
H8 1.805 -1.183 -1.392  0.080
C6 -0.267 0.782 0.406  -0.279
H9 -2.175 -0.885 -0.752  0.110